68
Properties=species:S:1:pos:R:3:forces:R:3 method="wB97M-V/def2-TZVPD" fmax_ev_per_a=15.4 spin_multiplicity=2 total_charge=-2 homo_energy_ev="1.290 / 1.543" lumo_ev="4.44 / 4.43" molar_mass_g_mol=498.4 gap_ev="3.15 / 2.89" energy_ha=-2567.13674
O -16.661 6.018 2.792 -1.10 -0.47 0.38
V -15.191 5.642 2.339 4.37 3.88 -0.84
C -13.988 7.572 0.786 3.38 -1.61 4.48
O -13.853 6.331 0.656 -3.50 -12.00 -6.37
O -14.630 7.703 1.825 -11.30 3.42 5.39
O -12.836 7.753 1.144 10.16 8.09 -3.07
C -12.847 5.535 3.849 2.00 2.10 -8.56
O -13.846 6.200 3.917 -13.60 3.33 6.39
O -11.998 6.289 3.469 12.34 4.99 4.67
O -12.964 4.813 2.804 -2.82 -11.65 -3.24
C -9.632 8.949 4.143 2.50 -1.38 1.41
O -10.734 9.232 3.470 -1.51 0.97 -2.39
C -10.790 10.608 3.226 -2.42 0.06 0.18
C -11.956 10.975 2.303 -0.12 -1.67 -0.42
N -13.279 10.398 2.621 1.59 1.74 0.43
C -13.998 11.248 3.618 0.46 -1.86 -2.06
C -15.302 10.424 3.859 -0.31 2.79 -1.05
O -14.992 9.195 4.254 0.65 -2.77 2.78
C -16.003 8.599 5.079 0.02 0.55 -1.13
H -8.749 9.465 3.766 0.45 0.39 -0.29
H -9.376 7.891 4.080 -0.47 -0.19 0.03
H -9.698 9.217 5.197 -0.07 0.12 0.61
H -9.933 11.067 2.735 0.72 -0.27 0.26
H -10.990 11.039 4.207 0.39 0.77 0.34
H -11.700 10.581 1.319 0.03 -0.33 -0.09
H -11.931 12.054 2.148 -0.17 0.79 0.34
H -13.771 10.542 1.751 -0.47 -0.81 -0.12
H -14.038 12.197 3.082 -1.12 0.77 0.50
H -13.307 11.403 4.447 -0.52 -0.35 0.55
H -15.942 10.305 2.985 0.38 0.42 -1.26
H -16.004 11.023 4.438 -0.07 0.01 1.42
H -15.832 7.585 5.442 1.10 0.21 -0.27
H -16.880 8.467 4.445 -0.54 0.25 0.07
H -16.173 9.296 5.899 -0.42 -0.05 0.36
C -15.946 1.085 2.195 -0.58 -2.01 1.50
C -16.075 2.440 2.762 0.06 2.11 -0.36
C -15.753 2.543 4.275 -0.35 3.53 -0.73
O -15.876 4.013 4.604 -1.26 -1.87 0.29
C -15.929 4.326 6.000 0.48 -0.81 -0.57
N -15.252 3.375 1.966 0.46 -0.90 0.25
H -16.690 0.490 2.725 -0.26 -0.48 0.07
H -15.007 0.651 2.539 0.36 -0.11 -0.69
H -16.190 0.920 1.146 0.46 0.49 -0.09
H -17.090 2.800 2.592 -0.30 -0.01 0.45
H -14.693 2.447 4.511 -0.04 -1.36 0.00
H -16.550 1.996 4.779 0.51 -0.35 0.61
H -16.557 5.197 6.190 0.43 0.30 -0.44
H -14.908 4.412 6.372 0.08 0.63 0.07
H -16.367 3.547 6.624 -0.36 -0.61 -0.19
H -14.292 3.164 2.198 1.17 1.00 1.11
H -15.174 2.930 1.062 -0.78 0.53 -0.96
C -18.786 5.133 0.177 1.47 1.27 -1.69
C -17.570 5.938 -0.598 -1.06 -0.39 2.74
C -17.729 7.426 -0.262 -0.14 -0.95 -1.30
O -18.980 7.755 -0.842 -0.98 1.95 -0.20
C -19.147 9.205 -0.858 -0.02 -1.91 -0.02
N -16.287 5.476 -0.038 -0.99 -0.18 -0.98
H -18.560 4.068 0.219 0.02 -0.02 0.07
H -19.732 5.298 -0.339 0.01 -0.08 -0.07
H -18.864 5.560 1.177 0.27 -0.18 0.04
H -17.514 5.906 -1.687 -0.80 -0.52 -0.21
H -17.021 7.972 -0.886 0.79 0.20 0.66
H -17.668 7.631 0.807 0.23 0.06 0.03
H -18.297 9.688 -1.339 0.27 0.05 0.18
H -19.252 9.504 0.185 -0.08 0.55 -0.10
H -20.020 9.420 -1.474 -0.21 0.00 0.30
H -16.225 4.498 -0.281 0.06 -0.50 0.18
H -15.603 5.878 -0.663 1.04 0.36 0.64

14
Properties=species:S:1:pos:R:3:forces:R:3 method="wB97M-V/def2-TZVPD" fmax_ev_per_a=0.6 total_charge=0 homo_energy_ev=-9.792 lumo_ev=0.90 molar_mass_g_mol=101.1 gap_ev=10.69 energy_ha=-361.77931
O 0.952 0.865 1.060 -0.52 0.23 -0.21
C -0.091 1.270 0.617 0.27 -0.03 0.16
C -0.933 1.708 -0.497 0.05 0.01 -0.36
N -1.308 1.753 0.961 0.05 0.01 0.27
H -1.514 1.012 -1.094 0.08 0.12 0.13
H -0.634 2.630 -0.996 -0.06 -0.09 0.11
H -1.449 2.606 1.488 0.04 -0.04 -0.05
C 0.622 -2.024 0.334 -0.07 0.00 0.02
C 0.825 -1.239 -0.932 -0.18 -0.05 -0.16
O -0.073 -0.884 -1.662 0.39 -0.18 0.28
H 1.339 -1.711 1.097 -0.09 -0.05 -0.12
H 0.785 -3.087 0.118 0.01 0.12 0.00
H -0.400 -1.891 0.698 0.13 -0.05 -0.06
H 1.878 -1.008 -1.191 -0.11 -0.02 -0.01

13
Properties=species:S:1:pos:R:3:forces:R:3 method="wB97M-V/def2-TZVPD" fmax_ev_per_a=0.9 total_charge=0 homo_energy_ev="-8.490 / -8.516" lumo_ev="-0.65 / -0.63" molar_mass_g_mol=94.1 gap_ev="7.84 / 7.89" energy_ha=-307.22544
O 2.261 -1.169 -0.332 -0.09 -0.23 -0.07
C 1.650 -0.053 0.247 0.04 0.29 0.12
C 0.395 0.312 -0.544 0.18 0.31 -0.01
C -0.616 -0.846 -0.402 -0.52 0.58 0.49
C -1.841 -0.423 0.055 -0.73 -0.10 0.24
C -0.577 1.128 0.092 0.17 0.67 0.02
C -1.873 1.032 0.319 0.33 -0.55 -0.18
H 1.540 -1.809 -0.461 0.18 0.02 0.02
H 1.365 -0.223 1.297 0.04 0.01 -0.20
H 2.357 0.780 0.211 -0.01 -0.11 0.01
H 0.594 0.609 -1.573 -0.05 -0.13 0.00
H -2.618 -1.072 0.423 -0.14 -0.41 -0.29
H -2.638 1.734 0.669 0.60 -0.36 -0.18

33
Properties=species:S:1:pos:R:3:forces:R:3 method="wB97M-V/def2-TZVPD" fmax_ev_per_a=3.8 total_charge=+3 homo_energy_ev="-17.318 / -17.310" lumo_ev="-13.98 / -13.99" molar_mass_g_mol=446.8 gap_ev="3.33 / 3.32" energy_ha=-1682.68718
C 2.487 -1.060 -0.344 -0.81 -3.01 -0.01
I 2.700 1.582 0.053 0.78 2.87 1.05
H 1.505 -0.522 -0.459 1.71 -0.24 -0.04
H 2.130 -1.968 0.170 0.77 -0.46 -0.33
H 2.959 -1.320 -1.324 -0.51 0.05 0.70
Zr -2.209 0.485 0.403 1.01 -2.94 0.45
P -0.844 0.432 -2.004 0.82 -0.07 -3.54
C 0.765 0.734 -2.935 1.18 0.45 0.83
C -1.269 -0.988 -3.125 -0.67 -0.86 0.90
H -2.765 1.809 -2.558 -0.22 0.32 -0.42
H -1.661 1.612 -3.968 -0.10 -0.08 0.43
H -1.232 2.741 -2.634 -0.27 -0.19 -0.13
C -1.721 1.787 -2.883 -0.45 0.54 1.14
H -2.205 -1.443 -2.783 0.18 -0.14 -0.40
H -1.373 -0.657 -4.174 0.05 0.20 0.65
H 0.537 0.809 -4.019 -0.48 -0.15 0.72
H 1.477 -0.089 -2.806 -0.26 0.19 0.13
H -0.464 -1.738 -3.087 -0.30 0.20 0.14
H 1.253 1.670 -2.628 -0.22 -0.36 -0.01
C 3.553 -0.405 0.494 0.24 -0.52 0.49
O 4.487 -0.764 1.134 -2.33 1.16 -1.60
Cl -3.294 -1.560 -0.055 0.83 2.21 0.23
C 0.688 0.256 4.126 0.31 0.71 0.09
N -0.242 -0.846 4.006 -1.24 -0.26 -1.40
C -1.101 -1.010 3.007 -0.63 -2.74 2.58
N -1.954 -2.061 3.081 0.69 1.04 -0.26
O -1.201 -0.216 1.972 -0.69 1.78 -2.14
H 0.998 0.611 3.139 -0.01 -0.15 0.14
H 1.550 -0.115 4.662 0.26 0.12 0.09
H 0.234 1.085 4.679 0.12 -0.17 0.00
H -0.322 -1.539 4.766 0.28 0.63 -0.46
H -2.601 -2.270 2.322 0.31 -0.11 0.58
H -1.907 -2.653 3.912 -0.33 0.00 -0.60